{
  "formula": "C31H38ClF3O22S",
  "method": "ωB97M-V with the def2-TZVPD basis set",
  "symbols": ["O", "C", "C", "C", "C", "O", "C", "C", "C", "C", "F", "F", "F", "C", "C", "C", "C", "C", "S", "O", "O", "Cl", "H", "H", "H", "H", "H", "H", "H", "H", "H", "H", "H", "H", "H", "H", "O", "C", "O", "C", "C", "O", "H", "H", "H", "H", "O", "C", "O", "C", "C", "O", "H", "H", "H", "H", "O", "C", "O", "C", "C", "O", "H", "H", "H", "H", "O", "C", "O", "C", "C", "O", "H", "H", "H", "H", "O", "C", "O", "C", "C", "O", "H", "H", "H", "H", "O", "C", "O", "C", "C", "O", "H", "H", "H", "H"],
  "positions_angstrom": [[2.9740, -1.4467, 3.8548], [3.5727, -1.0509, 2.8760], [4.4424, 0.1566, 2.9607], [4.4966, 0.9723, 1.9124], [3.7226, 0.6035, 0.7013], [3.3040, 1.4406, -0.0710], [3.4880, -0.8607, 0.4689], [3.2950, -1.2689, -0.9702], [4.5047, -1.9363, -1.6384], [5.8008, -1.1799, -1.5102], [6.7656, -1.7950, -2.2220], [5.7123, 0.0672, -1.9743], [6.2533, -1.1114, -0.2483], [3.4208, -1.6859, 1.5246], [3.1480, -3.1675, 1.3678], [3.5336, -4.1066, 2.5196], [4.9450, -4.7004, 2.3993], [6.0867, -3.6884, 2.2450], [6.8506, -3.0610, 3.7463], [8.0371, -3.8206, 3.9954], [6.9694, -1.6379, 3.6480], [5.5359, -3.4835, 5.2406], [4.9829, 0.3497, 3.8788], [5.0647, 1.8958, 1.9081], [2.4499, -1.9610, -1.0477], [3.0005, -0.3773, -1.5278], [4.6854, -2.9574, -1.2995], [4.3064, -1.9935, -2.7126], [3.7026, -3.4988, 0.4826], [2.0898, -3.3234, 1.1282], [2.8405, -4.9470, 2.4883], [3.4105, -3.6565, 3.5010], [4.9701, -5.3306, 1.5026], [5.1429, -5.3665, 3.2436], [6.9320, -4.1745, 1.7516], [5.8037, -2.8266, 1.6379], [1.1691, 7.4339, 0.9920], [1.1227, 6.2685, 0.7441], [-0.0049, 5.5480, 0.6069], [0.3468, 4.2454, 0.0983], [1.7919, 4.1155, 0.5286], [2.2146, 5.4902, 0.5700], [-0.2960, 3.4849, 0.5215], [0.2317, 4.2491, -0.9854], [1.8955, 3.6884, 1.5275], [2.4011, 3.5477, -0.1634], [-0.7404, 1.5179, -0.6950], [-1.8591, 1.6636, -1.0833], [-2.9384, 1.0404, -0.5822], [-4.1205, 1.6469, -1.1454], [-3.5784, 2.2462, -2.4255], [-2.2052, 2.4942, -2.0930], [-4.8873, 0.9032, -1.3031], [-4.4894, 2.4016, -0.4532], [-3.6127, 1.5462, -3.2622], [-4.0700, 3.1716, -2.7109], [-6.9366, 1.9531, -1.4431], [-7.8020, 1.5561, -2.1631], [-8.8832, 2.2625, -2.5289], [-9.5623, 1.5414, -3.5775], [-9.0977, 0.1227, -3.3260], [-7.8140, 0.3256, -2.7208], [-10.6371, 1.6713, -3.4830], [-9.2346, 1.9303, -4.5336], [-9.7334, -0.4080, -2.6142], [-8.9991, -0.4647, -4.2339], [6.9885, 5.6770, 4.4142], [6.2233, 6.2894, 3.7425], [6.2987, 7.6215, 3.5075], [5.3552, 7.9516, 2.4808], [4.3508, 6.8242, 2.5897], [5.1565, 5.7542, 3.1053], [4.9262, 8.9329, 2.6626], [5.8727, 7.9572, 1.5199], [3.5576, 7.0443, 3.3060], [3.9058, 6.5466, 1.6428], [0.1443, -5.0589, 2.0208], [0.1387, -5.5903, 3.0835], [1.2325, -6.1364, 3.6692], [0.9008, -6.4688, 5.0214], [-0.6067, -6.6168, 4.9505], [-0.9469, -5.7378, 3.8734], [1.4137, -7.3784, 5.3218], [1.2108, -5.6475, 5.6695], [-0.9146, -7.6299, 4.6866], [-1.1165, -6.3108, 5.8597], [-9.5819, 0.8734, -6.4534], [-10.2141, 0.0288, -7.0068], [-11.4569, 0.1997, -7.5007], [-11.7919, -0.9513, -8.2862], [-10.8843, -2.0133, -7.6963], [-9.7815, -1.2330, -7.2173], [-12.8495, -1.1784, -8.1877], [-11.5635, -0.7384, -9.3312], [-11.3403, -2.5299, -6.8504], [-10.5397, -2.7451, -8.4211]],
  "atomic_forces_ev_per_a": [[0.1871, -0.1368, -0.1202], [-0.1734, 0.0166, 0.2510], [0.1980, 0.1411, -0.2575], [0.0346, -0.1745, 0.1470], [0.0796, 0.1076, -0.0309], [0.2148, -0.1346, -0.0625], [0.0321, -0.0394, 0.0025], [-0.3629, -0.0817, 0.1423], [-0.1489, 0.1725, -0.2666], [0.0470, -0.3952, -0.2864], [0.1198, -0.0954, -0.0929], [-0.1064, 0.3561, 0.0010], [-0.0011, 0.0744, 0.3307], [0.1165, 0.0516, -0.1604], [0.0521, 0.0100, 0.1334], [0.1629, -0.3260, 0.0486], [-0.1366, 0.1044, -0.1621], [-0.2478, -0.4521, -0.1456], [0.9830, 0.4139, -0.6277], [-0.3871, -0.2257, 0.1971], [-0.4527, -0.1072, 0.1699], [-0.0330, 0.0536, 0.0886], [-0.2270, -0.0482, 0.0824], [-0.1718, 0.0272, -0.0275], [0.1095, 0.0228, 0.0358], [0.1479, -0.0472, 0.0148], [0.0027, 0.0952, 0.1298], [0.0499, -0.0597, 0.0800], [-0.1645, 0.0126, -0.0083], [0.0444, 0.1112, 0.1088], [0.0884, 0.0537, 0.0228], [-0.1301, 0.1816, -0.1269], [0.0624, 0.0580, 0.0549], [0.0224, 0.0363, -0.0852], [0.0627, 0.1370, 0.1442], [0.0051, 0.1055, 0.2341], [0.0163, -0.0293, 0.0095], [-0.0023, 0.0670, 0.0398], [0.0377, -0.0173, -0.0384], [0.0299, 0.0001, 0.0160], [-0.0555, -0.1298, -0.0690], [-0.0591, -0.0740, -0.0551], [-0.0842, 0.1011, 0.1055], [-0.0031, 0.0160, -0.0007], [-0.0130, 0.0296, 0.0144], [0.0954, 0.1164, -0.0223], [-0.0524, -0.0718, -0.0175], [0.0728, -0.0185, 0.0017], [-0.0114, 0.0638, -0.0417], [0.1530, -0.0456, 0.0375], [-0.1874, 0.0166, -0.0881], [-0.0179, -0.0078, -0.0057], [0.0652, -0.1426, 0.0742], [-0.0075, 0.0020, 0.0114], [0.0165, -0.0213, 0.0211], [0.1165, 0.0710, 0.0488], [-0.1847, 0.0459, -0.1194], [0.0872, 0.0372, 0.0723], [-0.0872, -0.0397, -0.0031], [-0.0225, 0.0784, 0.1330], [-0.1401, -0.0989, -0.0921], [-0.0280, -0.0024, -0.0008], [0.0321, 0.0716, 0.1319], [0.0639, -0.0094, -0.0543], [-0.0011, 0.0362, 0.0200], [0.1760, 0.0438, -0.0127], [-0.0139, 0.0117, -0.0138], [0.0167, -0.0286, 0.0297], [-0.0131, -0.0122, -0.0157], [-0.0485, 0.0549, -0.0796], [-0.0876, 0.1595, -0.0302], [0.0136, 0.0264, -0.0103], [0.0687, 0.0005, 0.1307], [0.0014, -0.0306, 0.0014], [0.0188, -0.0003, 0.0199], [0.0632, -0.1454, -0.0003], [0.0154, -0.0131, 0.0234], [0.0205, 0.0602, -0.0960], [-0.1104, -0.1093, 0.1002], [0.0221, -0.0161, 0.1428], [-0.0091, -0.0761, 0.1114], [0.0205, -0.0214, 0.0049], [0.0429, -0.0136, -0.1378], [-0.0281, 0.0191, -0.0124], [0.0225, 0.0007, -0.0200], [-0.0466, 0.1201, -0.0729], [-0.0932, -0.1398, -0.1280], [0.0746, 0.0892, -0.0052], [-0.0052, -0.0239, -0.0177], [-0.0564, -0.0918, -0.0981], [-0.0861, -0.0985, -0.0403], [-0.0343, -0.0241, 0.0157], [-0.0086, 0.1080, 0.1049], [0.0314, -0.0024, 0.0065], [-0.0099, 0.0237, 0.0084], [0.1345, 0.0655, 0.0039]],
  "mulliken_charge": [-0.632, -0.032, -0.456, -0.990, 0.149, -0.613, 1.041, -1.388, -0.587, 0.768, -0.327, -0.283, -0.209, 1.083, -0.193, -0.202, -1.445, 0.227, 1.029, -0.583, -0.515, -0.192, 0.440, 0.673, 0.366, 0.461, 0.281, 0.431, -0.318, 0.574, -0.159, 0.636, 0.478, 0.501, 0.546, -0.540, -0.563, 0.635, -0.368, -0.104, 0.075, -0.373, 0.185, 0.203, 0.135, 0.137, -0.552, 0.605, -0.297, -0.160, -0.287, -0.335, 0.220, 0.267, 0.276, 0.291, -0.522, 0.617, -0.352, -0.284, -0.200, -0.337, 0.327, 0.288, 0.273, 0.193, -0.534, 0.628, -0.335, -0.373, 0.130, -0.286, 0.294, 0.283, 0.195, 0.034, -0.521, 0.659, -0.284, -0.333, -0.356, -0.338, 0.307, 0.268, 0.259, 0.304, -0.540, 0.659, -0.314, -0.309, -0.285, -0.312, 0.291, 0.267, 0.250, 0.282],
  "multiplicity": 1,
  "smiles": "O=C1C=CC(=O)C(CCC(F)(F)F)=C1CCCCS(=O)(=O)Cl.O=C1OCCO1.O=C1OCCO1.O=C1OCCO1.O=C1OCCO1.O=C1OCCO1.O=C1OCCO1",
  "e_homo_ha": -0.3553,
  "e_tot_ev": -109318.62490
}